DFT (the ωB97M-V functional and the def2-TZVPD basis) results for 9 unconnected molecules or ions with the total composition C41H101BrN7O9 at a distorted geometry.

Values from the calculation:
Frontier orbital gap: 7.939 eV
LUMO: -3.004 eV
Max |F|: 6.00 eV/A
Total energy: -143043.6618 eV
Net charge: +1

Element x y z (Å)
C -2.98079 6.15197 -0.97551
C -2.92530 5.69391 -2.53908
C -2.33906 4.20719 -2.71343
Br -1.59806 4.08040 -4.55283
C -1.26777 3.85037 -1.59518
N -1.71476 3.13832 -0.44258
C -0.54421 2.92170 0.37620
N -0.51292 2.29476 1.54924
C -1.66757 1.65188 2.23774
C -2.96125 2.57474 2.38473
O -3.66657 2.21970 3.61651
N 0.53383 3.52780 -0.36399
C 1.97507 3.55681 0.00717
C 2.36810 4.64199 1.11919
N 3.31732 5.63489 0.48173
N 1.18823 5.38416 1.63820
N 3.16674 4.00274 2.21614
N 0.14547 4.10678 -1.54345
H -3.46649 5.30113 -0.40370
H -1.88706 6.33432 -0.68052
H -3.53444 7.13963 -0.91974
H -2.31190 6.49129 -3.07339
H -3.99696 5.72195 -2.91157
H -3.21521 3.49344 -2.55437
H 0.40820 2.23002 2.01349
H -1.88671 0.64333 1.74720
H -1.31774 1.40624 3.30617
H -2.75558 3.69303 2.38761
H -3.67824 2.26280 1.53993
H -4.60408 2.02336 3.41419
H 2.25540 2.47893 0.29830
H 2.55738 3.77426 -0.95922
H 3.80933 6.17129 1.20430
H 2.72277 6.23766 -0.10023
H 0.81847 6.04570 0.93286
H 1.55676 6.00938 2.38028
H 3.48351 3.06454 1.94796
H 2.59228 3.98040 3.06691
H 0.70579 4.60593 -2.24052
C -3.68698 0.93891 6.86665
C -3.84023 2.44982 6.91844
O -4.46663 2.91622 8.10470
C -3.80834 2.61216 9.32714
C -2.40369 3.18326 9.41850
H -4.66257 0.45221 6.96373
H -3.23396 0.63449 5.91998
H -3.05551 0.56488 7.67451
H -4.47342 2.76691 6.08728
H -2.87553 2.94843 6.77814
H -3.80551 1.53005 9.49519
H -4.41830 3.04555 10.12417
H -1.74596 2.77790 8.64700
H -1.96245 2.95179 10.39049
H -2.42428 4.26913 9.29312
C -3.61478 -3.70236 -0.52652
C -4.19467 -2.88850 -1.67004
O -4.80492 -1.67574 -1.24845
C -3.96128 -0.75579 -0.57601
C -2.77850 -0.29413 -1.40983
H -4.39113 -3.93603 0.20869
H -3.19077 -4.63772 -0.90044
H -2.82311 -3.16323 -0.00274
H -4.97438 -3.47490 -2.16143
H -3.43561 -2.68637 -2.43280
H -3.62871 -1.17799 0.37901
H -4.58086 0.11190 -0.33005
H -2.11947 -1.12170 -1.67910
H -2.18709 0.43936 -0.85570
H -3.12302 0.16523 -2.34059
C 0.57551 -5.75955 3.00236
C -0.00550 -4.94596 1.85848
O -0.61778 -3.73123 2.27928
C 0.22055 -2.80177 2.94930
C 1.39938 -2.33408 2.11198
H -0.20073 -5.99330 3.73787
H 0.99958 -6.69478 2.62830
H 1.36706 -5.22042 3.52621
H -0.78467 -5.53508 1.36933
H 0.75195 -4.74329 1.09464
H 0.55639 -3.21706 3.90514
H -0.40550 -1.93759 3.19198
H 2.06431 -3.15733 1.84562
H 1.98609 -1.59397 2.66215
H 1.04968 -1.88130 1.17929
C 6.59364 2.16103 -1.86111
C 6.28000 1.80275 -0.41903
O 4.91919 1.44246 -0.20743
C 4.44266 0.31730 -0.93603
C 5.19945 -0.96472 -0.63656
H 5.95510 2.98343 -2.19840
H 7.63854 2.46341 -1.96031
H 6.42420 1.32073 -2.53631
H 6.47227 2.67514 0.20999
H 6.94224 1.01054 -0.05689
H 4.44462 0.53473 -2.00941
H 3.39431 0.18312 -0.65066
H 6.25347 -0.89049 -0.90919
H 4.76728 -1.79928 -1.19310
H 5.15334 -1.19488 0.43123
C -4.47256 3.57161 -7.09168
C -3.24656 4.05678 -7.84756
O -3.40194 4.02890 -9.25762
C -4.45208 4.82447 -9.79231
C -4.31240 6.30420 -9.47884
H -4.73105 2.55286 -7.39666
H -4.28492 3.58007 -6.01517
H -5.34445 4.19930 -7.28319
H -2.40616 3.39760 -7.61435
H -2.95236 5.05926 -7.51866
H -5.42252 4.44106 -9.46010
H -4.42272 4.68881 -10.87658
H -4.34240 6.49995 -8.40505
H -5.12271 6.86890 -9.94505
H -3.35902 6.68552 -9.85413
C 3.48396 3.17018 -5.90706
C 4.90813 3.69785 -5.84832
O 5.84742 2.74543 -5.37174
C 5.97373 1.54876 -6.12971
C 6.40405 1.78345 -7.56725
H 3.16335 2.82417 -4.91848
H 2.80090 3.95369 -6.24495
H 3.38915 2.32688 -6.59285
H 4.94220 4.54135 -5.15431
H 5.22352 4.08680 -6.82132
H 5.04223 0.97410 -6.08585
H 6.73323 0.94256 -5.62834
H 5.67620 2.38017 -8.12031
H 6.52151 0.83089 -8.08844
H 7.35651 2.31890 -7.59788
C -0.11555 -9.39900 -1.05303
C -1.05206 -8.40117 -0.39305
O -1.06661 -7.12920 -1.02760
C -1.47406 -7.10823 -2.39011
C -2.88310 -7.63195 -2.60858
H 0.90600 -9.00663 -1.07663
H -0.11732 -10.34370 -0.50416
H -0.40605 -9.61139 -2.08327
H -0.71828 -8.23195 0.63378
H -2.06835 -8.80170 -0.32446
H -0.75100 -7.65031 -3.00842
H -1.43253 -6.06381 -2.71239
H -2.98224 -8.67703 -2.30977
H -3.15681 -7.55780 -3.66342
H -3.60050 -7.05421 -2.01927
C 1.81472 -8.28083 6.26299
C 2.95990 -7.30094 6.07256
O 2.60251 -5.95098 6.34329
C 2.14735 -5.67046 7.66039
C 3.17002 -5.99037 8.73698
H 0.96748 -8.00656 5.62632
H 2.13322 -9.29443 6.00801
H 1.45601 -8.29348 7.29355
H 3.28079 -7.33558 5.02860
H 3.82917 -7.58987 6.67161
H 1.20046 -6.18675 7.85037
H 1.92575 -4.60001 7.69086
H 3.42456 -7.05162 8.75733
H 2.78178 -5.72002 9.72148
H 4.09551 -5.43558 8.56128